No. 1
ORCA calculation (the ωB97M-V functional and the def2-TZVPD basis) on a 12-piece molecular cluster, C6H38N2O11 overall in a non-equilibrium geometry.

Structure (XYZ):
```
57
Properties=species:S:1:pos:R:3:forces:R:3:nbo_charge:R:1
C -0.081506 -0.420691 1.206743 0.362 -0.824 -1.149 -0.2242
N 0.356376 0.657798 0.240076 -1.410 1.973 -1.275 -0.7258
C -0.132502 1.976958 0.721659 1.483 2.402 2.595 -0.2326
C -0.062498 3.112019 -0.324835 1.638 -0.027 -1.234 -0.6548
C -1.143993 -1.340051 0.577998 0.570 -0.415 -1.919 -0.4463
C -0.555639 -2.675971 -0.016705 1.660 0.256 0.628 -0.4275
C -0.444727 -2.721297 -1.563816 -1.260 -2.311 0.326 -0.2097
N -1.815870 -3.023009 -2.218445 1.172 -0.701 0.874 -0.8918
H 0.877874 -0.960793 1.497868 -1.545 0.423 -0.267 0.1986
H -0.578000 -0.058609 2.115333 0.722 0.638 -0.404 0.2198
H -0.078872 0.693113 -0.757164 0.383 -1.398 2.200 0.3720
H 0.641817 2.306300 1.609000 -2.317 -0.842 -1.824 0.1967
H -1.222833 2.007280 1.101079 2.247 -0.376 -0.513 0.1836
H -0.508438 4.104618 -0.091414 -0.278 -1.097 0.287 0.2314
H 1.002444 3.432928 -0.643029 -1.492 -0.960 0.534 0.2259
H -0.544097 2.653993 -1.208825 -0.003 0.752 -0.117 0.1983
H -1.669070 -0.803814 -0.254949 0.645 -0.245 0.690 0.2339
H -1.950859 -1.517466 1.255903 -0.280 -0.446 0.788 0.2098
H -1.040039 -3.551070 0.474436 0.103 0.361 -0.818 0.2107
H 0.541909 -2.766862 0.337184 -1.601 0.174 -0.354 0.2152
H -0.003806 -1.817360 -1.905689 -0.151 1.099 -0.425 0.1666
H 0.294866 -3.482949 -1.898416 -0.635 0.338 0.540 0.2149
H -2.244611 -3.707614 -1.517299 0.573 0.997 -1.842 0.3692
H -1.616742 -3.502173 -3.144583 -0.605 0.592 1.728 0.3771
H 1.708396 0.431811 -1.859154 -0.653 0.043 1.730 0.4880
H 2.631479 0.880496 -2.850262 -1.224 -2.350 0.125 0.5237
O 2.039594 0.052886 -2.651080 1.900 2.018 -1.872 -0.9876
H 2.160903 1.566152 -0.431651 -0.724 0.096 0.074 0.4864
H 3.598890 1.666021 -0.460736 0.607 0.230 -0.060 0.4924
O 2.853221 1.880040 -1.030002 0.315 0.330 0.345 -0.9919
H 2.663697 0.542992 1.497569 -0.335 -0.110 0.241 0.4965
H 3.457458 -0.186179 0.378293 -0.122 0.279 0.812 0.4645
O 3.554265 0.307542 1.218228 0.440 -0.460 -0.776 -0.9541
H 1.849350 -1.791859 3.151839 -2.032 4.945 0.189 0.4730
H 3.056220 -2.526572 2.547383 -0.771 0.411 0.508 0.4742
O 2.254092 -2.576924 3.099991 2.817 -5.213 -0.611 -0.9428
H -0.984875 3.242097 3.130262 -0.055 -0.826 0.284 0.4805
H -1.311734 1.619955 3.446836 1.846 4.155 0.443 0.5235
O -0.673707 2.514991 3.700271 -1.570 -2.909 -0.256 -1.0158
H 1.758176 0.865391 4.381116 -1.169 -1.103 -2.596 0.4819
H 0.644119 1.342008 3.424110 0.652 -0.835 0.015 0.5097
O 1.286978 0.568025 3.499911 0.889 2.035 2.756 -1.0159
H 2.177165 -1.754687 -2.741734 -0.606 2.335 -1.464 0.4796
H 2.749306 -2.385838 -1.675285 3.513 1.169 6.485 0.4438
O 2.360411 -2.594880 -2.415832 -2.390 -3.884 -5.072 -0.9280
H -4.591001 1.204587 -0.255761 -5.167 -0.350 -1.365 0.4760
H -3.186340 1.093973 -0.880301 -1.005 -0.359 0.713 0.5254
O -3.732633 1.253098 -0.061251 6.356 0.498 0.621 -0.9797
H -2.743540 1.329639 1.411627 -0.633 0.074 2.955 0.5336
H -3.360817 0.939756 2.852872 -0.594 -0.311 -0.001 0.4861
O -2.653375 1.442408 2.462044 -0.059 -0.411 -2.663 -1.0065
H -2.488834 -1.142562 -2.222932 -0.348 1.436 0.470 0.5183
H -2.251639 0.130080 -2.981046 0.824 0.848 -1.279 0.4988
O -2.599728 -0.125893 -2.147972 -0.552 -2.361 0.807 -1.0270
H -0.073182 1.080259 -4.311091 0.368 0.000 -0.056 0.4784
H 0.295340 0.047289 -3.146589 -1.459 1.315 -1.785 0.5029
O -0.468839 0.488631 -3.671797 0.959 -1.096 1.235 -0.9993
```
Positions in Å, forces in eV/Å.

## Properties
**SMILES string**: CCNCCCCN.O.O.O.O.O.O.O.O.O.O.O
**E_HOMO**: -9.619 eV



No. 2
ORCA calculation (the ωB97M-V functional and the def2-TZVPD basis) on a 6-piece molecular cluster, C20H45NO5S3 overall in a non-equilibrium geometry.

Structure (XYZ):
```
74
Properties=species:S:1:pos:R:3:forces:R:3:lowdin_charge:R:1
C 49.776000 6.951000 43.724000 -1.128 2.817 -2.076 -0.0582
C 49.880000 8.295000 43.005000 -1.507 0.909 1.510 -0.1534
N 49.549000 8.238000 41.497000 -1.095 2.158 3.601 -0.2341
C 50.725000 7.672000 40.732000 -0.945 6.486 -1.461 0.0468
C 48.383000 7.342000 41.315000 -1.415 -0.250 2.100 -0.2153
C 47.049000 7.758000 41.978000 -1.401 -2.758 2.176 -0.0625
C 49.084000 9.727000 41.156000 -0.210 -0.391 0.756 -0.0621
C 50.200000 10.681000 40.854000 1.813 1.713 0.516 -0.2659
O 49.594000 11.845000 40.385000 -2.082 1.119 -0.847 -0.2259
C 50.556000 12.875000 39.999000 -1.676 -1.813 -0.199 -0.0280
H 48.773000 6.715000 43.955000 -0.706 -0.596 0.347 0.0771
H 50.406000 7.058000 44.485000 1.839 0.565 4.158 0.0484
H 50.310000 6.276000 43.222000 1.346 -3.446 -2.454 0.0414
H 50.850000 8.845000 43.120000 -0.841 -0.735 -0.195 0.1376
H 49.073000 8.854000 43.657000 1.475 -0.115 -2.147 0.1526
H 51.583000 8.372000 40.948000 -0.610 -1.170 0.012 0.1225
H 50.360000 7.975000 39.710000 0.597 -1.663 0.009 0.0978
H 50.836000 6.720000 41.048000 0.507 -3.131 0.371 0.0629
H 48.674000 6.362000 41.638000 0.272 -0.418 0.588 0.1175
H 48.174000 7.179000 40.333000 -0.014 0.281 -3.438 0.0579
H 46.206000 6.834000 41.960000 2.545 2.254 -0.474 0.1482
H 46.556000 8.595000 41.492000 0.155 0.136 0.274 0.0632
H 47.150000 7.841000 43.131000 -0.209 0.538 -1.925 0.0808
H 48.217000 10.222000 41.829000 2.234 -1.820 -1.407 0.1958
H 48.842000 9.541000 40.163000 -2.087 -0.214 -1.897 0.0867
H 50.754000 10.266000 39.930000 0.250 0.329 1.895 0.1448
H 50.764000 11.114000 41.789000 0.051 -1.747 -1.469 0.1573
H 51.170000 12.353000 39.313000 0.714 0.207 -1.707 0.0583
H 51.146000 12.822000 40.856000 1.394 1.807 1.695 0.0490
H 50.080000 13.822000 39.617000 0.534 -1.273 0.810 0.1246
O 48.665000 7.743000 38.066000 2.325 0.044 -0.995 -0.5469
H 49.492000 7.658000 37.457000 -2.189 0.092 1.559 -0.1300
C 49.465000 8.920000 33.717000 -3.719 -0.118 1.131 -0.2634
S 49.021000 8.063000 32.217000 2.764 -2.065 -1.371 0.8347
O 49.921000 6.783000 32.154000 -1.480 2.234 0.367 -0.5831
C 47.405000 7.431000 32.494000 -0.583 -0.955 -3.064 -0.2880
H 50.464000 8.947000 33.879000 3.332 -0.055 -0.256 0.0116
H 49.078000 8.390000 34.602000 -0.179 0.077 -0.216 0.0665
H 49.100000 9.956000 33.753000 -0.120 -0.392 -0.329 0.0479
H 47.403000 6.778000 33.345000 -0.402 -0.379 0.246 0.0291
H 47.046000 6.964000 31.437000 1.390 0.312 2.603 0.1206
H 46.732000 8.240000 32.458000 -0.949 1.242 1.006 0.0214
C 51.712000 4.987000 38.043000 -4.031 -2.941 -6.345 -0.2470
S 51.878000 6.233000 36.806000 -2.149 1.549 0.680 0.7503
O 53.333000 6.370000 36.601000 0.552 -0.582 -0.871 -0.5353
C 50.936000 5.366000 35.489000 -1.321 -3.747 -0.178 -0.2589
H 50.691000 4.752000 38.304000 -0.581 0.297 -0.169 0.0557
H 52.187000 5.195000 38.822000 4.291 2.190 6.544 -0.0464
H 52.112000 4.078000 37.604000 0.272 -0.236 -0.007 0.0647
H 49.640000 5.178000 35.607000 4.300 1.161 0.113 0.1055
H 51.391000 4.250000 35.468000 -1.053 2.366 -0.126 0.0867
H 51.155000 5.808000 34.509000 -0.242 0.142 0.323 0.0157
C 46.103000 5.377000 38.347000 3.755 5.529 -0.597 -0.2587
S 47.605000 4.830000 37.516000 -2.189 -1.903 -0.276 0.8364
O 47.568000 3.340000 37.859000 0.596 1.172 -0.488 -0.5963
C 46.869000 4.963000 35.760000 6.847 -7.971 1.917 -0.1875
H 45.957000 6.502000 38.209000 0.367 -1.233 -0.436 0.0890
H 46.259000 5.379000 39.360000 0.590 -0.722 2.630 0.0001
H 45.268000 4.935000 38.102000 -4.082 -2.917 -1.584 -0.0077
H 47.839000 4.421000 35.247000 -2.412 2.139 0.375 0.0970
H 46.618000 5.862000 35.645000 -1.424 7.430 -1.695 -0.0555
H 46.131000 4.269000 35.577000 -1.949 -1.481 0.217 0.0211
C 51.231000 12.343000 34.996000 4.659 -6.890 5.855 -0.0377
C 52.788000 12.027000 35.152000 -4.273 -3.510 4.765 -0.0085
C 53.255000 11.033000 36.120000 -4.239 1.374 -1.897 -0.0571
C 52.205000 10.213000 36.790000 2.454 0.894 -0.677 -0.1431
C 50.866000 10.463000 36.728000 -2.492 0.632 -2.300 -0.0815
C 50.300000 11.560000 35.728000 2.989 -0.630 0.284 -0.0604
H 51.060000 13.005000 34.319000 -1.714 4.048 -4.097 0.0029
H 53.561000 12.496000 34.709000 1.892 2.123 -2.016 0.0241
H 54.305000 10.815000 36.301000 -0.236 0.084 -0.269 0.0843
H 52.653000 9.317000 37.262000 -0.864 0.522 0.191 0.0849
H 50.149000 9.682000 37.198000 0.923 1.623 -0.761 0.0866
H 49.241000 11.686000 35.403000 0.772 -0.328 1.090 0.0904
```
Positions in Å, forces in eV/Å.

## Properties
**E_HOMO**: -7.002 eV



Frontier orbital gap for every record listed, in sequence, given in eV: 9.898 7.068.
Total energy for every record listed, in sequence, given in eV: -32338.59730 -65687.33320.
Energy above the lowest of the compared OMol25 structures with the same formula, charge and spin for every record listed, in sequence, given in kcal per mole: 125.86 0.00.